# 1
A molecular structure, C39H32Cl3FeN5O4 at a distorted geometry, computed with the ωB97M-V functional and the def2-TZVPD basis.

```
84
Properties=species:S:1:pos:R:3:forces:R:3:mulliken_charge:R:1
Fe -0.32366 -1.05460 0.43972 0.4 0.5 -0.3 2.545
Cl 1.95044 3.16088 -2.39965 -0.3 0.1 -0.2 -0.226
Cl -2.81666 2.18320 -4.85471 -0.2 0.1 -0.2 -0.259
Cl -6.58354 1.82155 2.90341 0.6 -0.2 -0.2 -0.266
O -0.72185 1.09688 0.76863 -0.1 0.1 -0.2 -0.313
O -2.42730 0.33891 -2.00451 0.8 -1.0 -0.4 -0.719
O -0.63412 -0.98755 -1.60406 -0.8 0.2 -0.4 -0.489
O -1.94350 -1.34630 1.44852 0.3 -0.2 0.1 -0.884
N 1.86404 -0.39717 0.39720 1.2 0.8 0.2 0.781
N 0.80040 -1.68527 2.60513 0.8 -0.4 0.0 1.121
N 0.95646 1.01952 3.51999 -1.0 0.6 -0.5 -0.081
N 0.11467 1.80258 -4.58459 0.7 0.2 1.1 -0.341
N 0.37758 -3.14428 0.20533 0.3 -0.5 -1.3 0.338
C -0.42208 2.98825 3.89598 1.3 -0.4 -0.3 -0.772
C 0.92056 -1.79074 -3.97607 0.1 0.4 -0.1 -0.913
C -5.10653 0.90879 2.44600 -2.3 0.7 1.5 0.199
C 0.72445 -3.17774 2.52709 -0.2 0.9 1.0 -1.310
C -1.82739 3.01420 -3.69768 1.0 -0.3 -0.8 0.943
C 0.14611 -0.64412 -4.10915 0.3 0.3 0.2 0.409
C 2.65811 -0.42339 1.49518 -0.4 0.1 -1.0 1.109
C 4.33553 0.93208 0.46792 0.9 -0.1 1.0 -1.111
C 0.81912 0.56422 -4.29416 -0.2 0.3 -0.1 0.191
C -0.09274 0.25639 3.87726 0.6 -0.6 0.7 0.793
C 2.96801 -0.60548 -4.15679 0.4 1.1 0.0 -0.748
C 2.23877 -1.23845 2.65905 -1.0 -1.1 -0.5 -2.334
C 0.23513 3.40952 -2.66620 0.7 0.1 1.0 1.224
C -2.39990 4.04402 -3.01586 -0.2 0.5 1.2 -0.705
C -3.96431 -1.15658 2.49080 -0.6 0.3 0.6 -0.417
C -1.24757 0.79220 4.42229 -0.3 0.4 -0.4 -0.669
C 2.16351 -4.55387 0.96861 0.2 -0.1 -0.6 -0.925
C -4.06645 1.57497 1.91753 0.5 0.7 -1.1 -1.308
C 2.38418 -5.00055 -0.34010 -0.2 -0.3 0.2 -0.563
C 3.88831 0.21908 1.55858 -0.2 -0.4 0.8 -1.114
C -0.36542 4.34850 -1.81568 -0.4 0.2 -0.5 -0.756
C 3.53859 1.02122 -0.63487 -0.3 -0.3 -0.5 -0.665
C 2.33019 0.33783 -0.63729 -1.1 0.1 -0.2 -0.178
C -1.37885 2.18731 4.43635 -1.1 -0.9 0.5 -0.369
C 1.55616 -4.55331 -1.33792 -0.9 0.2 -0.2 -0.840
C -2.94827 0.85363 1.51585 0.2 -1.1 0.4 1.424
C 1.13922 -3.64719 1.17601 0.2 -0.2 0.4 0.775
C -2.89727 -0.55635 1.79243 0.1 0.2 -0.3 0.055
C -1.33612 -0.72611 -3.86998 1.4 -1.4 0.5 -1.220
C 2.29818 -1.79048 -3.93078 0.3 -0.2 -0.4 -0.658
C -1.85546 1.55483 0.90797 0.6 -0.5 -0.3 -0.550
C -5.08576 -0.42825 2.83114 0.4 -0.5 -0.3 -0.715
C 2.19433 0.54767 -4.36196 1.7 0.4 -0.6 0.106
C -1.53987 -0.44422 -2.37801 0.0 1.0 1.6 0.254
C 0.74338 2.33183 3.45364 0.0 0.5 0.1 -0.205
C -1.68844 4.74400 -2.04634 1.6 -0.3 -0.1 -0.645
C -0.42854 2.69782 -3.64293 -1.4 -0.2 -0.2 -0.904
C 0.09110 -1.26599 3.79470 -1.4 1.8 -0.9 -1.954
C 0.56158 -3.61927 -1.03667 -0.5 0.3 -0.3 -0.132
H 2.74260 1.44560 -4.69086 -0.6 -0.3 0.5 0.439
H -2.09149 0.16938 4.74465 0.5 0.2 -0.1 0.386
H -2.05815 2.55652 0.51155 -0.1 0.3 0.2 0.080
H -2.29241 2.59728 4.84063 -0.1 0.2 0.0 0.404
H 1.28288 -3.63665 3.37502 -0.1 0.1 -0.6 0.380
H 2.77616 -4.88555 1.79454 -0.1 -0.1 0.1 0.486
H -1.54579 -1.78945 -4.09401 -0.7 0.6 0.1 0.534
H -0.51056 4.06506 3.85593 0.0 0.0 -0.1 0.452
H -5.94046 -0.85590 3.36725 0.4 0.2 -0.3 0.412
H 0.24745 4.79268 -1.02986 -0.2 0.0 -0.4 0.365
H -1.87462 -0.02061 -4.44702 -0.7 0.2 -0.5 0.028
H -2.05654 5.64565 -1.56983 -0.3 -0.4 0.2 0.437
H -3.44448 4.25438 -3.08933 -0.5 0.0 -0.5 0.422
H -0.14257 -3.22387 -1.79794 0.7 -0.2 0.7 0.454
H 5.31908 1.39601 0.51916 -0.2 0.1 -0.2 0.407
H -0.33884 -3.42838 2.66427 0.3 0.0 -0.1 0.429
H -4.07284 2.65127 1.72070 -0.3 -0.4 0.1 0.464
H 0.56700 -1.60149 4.66351 1.0 -0.6 1.7 0.581
H 1.54084 2.93066 3.01367 0.0 -0.2 0.2 0.388
H -0.55284 1.65970 -5.29865 -0.7 -0.2 -0.8 0.531
H 2.47491 -0.67842 3.54513 -0.1 0.0 0.5 0.548
H 2.84682 -2.13902 2.62842 0.3 -0.2 0.2 0.836
H 1.61539 0.43700 -1.46894 0.5 -0.2 0.2 0.319
H 4.44717 0.13887 2.50942 -0.2 0.1 -0.8 0.445
H -0.92333 -1.66456 3.81167 0.1 -0.3 -0.3 0.446
H 4.07893 -0.50053 -4.20179 -1.1 -0.4 0.0 0.343
H 3.88576 1.59668 -1.47516 -0.2 -0.1 -0.3 0.575
H 3.08900 -5.76367 -0.65289 0.3 0.1 0.6 0.404
H 1.60533 -5.01627 -2.31671 0.1 0.3 -0.1 0.498
H 0.42116 -2.72222 -3.91776 -0.5 -0.8 0.2 0.583
H -3.81683 -2.19203 2.77937 -0.2 0.0 -0.1 0.473
H 2.82478 -2.73280 -3.82048 0.0 0.1 0.1 0.441
```
Positions in Å, forces in eV/Å.

HOMO-LUMO gap (alpha / beta), Ha: 0.288 / 0.286
Charge: 0
Spin multiplicity: 5
Highest occupied orbital energy (alpha / beta), eV: -7.53 / -7.51
<S²>: 6.01
ΔE to the lowest compared entry with this formula, charge and spin, kJ/mol: 94.9
Electronic energy, eV: -128559.7404

=====

# 2
A molecular structure, C18H22AuN7S2, computed with the ωB97M-V functional and the def2-TZVPD basis.

```
50
Properties=species:S:1:pos:R:3:forces:R:3:mulliken_charge:R:1
Au 0.51573 -0.50923 -1.47193 0.1 -0.1 -0.1 0.448
S -0.94419 1.76649 0.17288 -0.2 -0.1 -0.2 -0.408
S 1.38950 -1.83024 0.58184 0.1 0.1 0.0 -0.331
N -1.01486 -1.19104 1.50387 0.1 -0.1 0.0 0.496
N 0.60746 3.52659 -1.09806 -0.1 -0.1 0.0 0.227
N 4.49168 1.41029 -1.03539 0.1 0.0 0.0 -0.748
N -1.15446 -1.43616 -1.94120 0.1 0.1 0.1 -0.657
N 2.21313 0.70924 -1.56025 -0.1 -0.1 0.0 -0.474
N 1.21311 3.04343 1.06531 0.1 -0.1 0.1 0.322
N 5.06170 2.95062 0.81917 -0.1 0.1 0.1 -0.589
C -0.35291 3.54996 -2.18579 0.0 0.0 0.0 -1.070
C -2.98258 -2.92626 -2.01083 0.0 0.0 0.0 -0.363
C 4.75734 2.22885 -0.03358 0.0 -0.1 0.0 0.623
C -0.78445 -3.75950 -1.34686 0.0 0.0 0.0 -0.176
C -2.68565 -5.23603 -1.41469 0.0 0.0 0.0 -0.402
C -1.60456 -2.67276 -1.75948 0.0 0.0 0.0 0.539
C -0.37677 -3.38904 2.00326 0.0 0.0 0.0 -0.929
C 3.29076 1.04023 -1.25604 -0.1 0.1 0.0 0.582
C -2.54550 -2.55255 2.65211 0.0 0.0 0.0 -0.847
C -3.50587 -4.18509 -1.82505 0.0 0.0 0.0 -0.501
C 1.94328 3.95820 -1.49198 0.0 0.0 0.0 -1.268
C -1.32801 -5.01533 -1.19031 0.0 0.0 0.0 -0.692
C -0.06735 -2.15118 1.40192 -0.1 -0.1 0.0 0.559
C -1.58911 -3.58189 2.60869 0.0 0.0 0.0 -0.098
C -2.21700 -1.35622 2.08901 0.0 0.0 0.0 -0.017
C 1.72087 4.37524 1.38040 0.1 0.0 0.0 -1.177
C 0.37709 2.82754 0.03133 0.0 0.1 0.0 0.384
C 1.29038 2.09758 2.16679 0.0 0.0 -0.1 -0.987
H 1.25605 1.07936 1.78552 0.1 0.0 0.0 0.203
H -1.35601 3.39187 -1.80597 0.0 0.0 0.0 0.377
H -3.50866 -2.69007 3.11746 0.0 0.0 0.0 0.428
H -0.12760 2.76850 -2.91791 0.0 0.0 0.0 0.346
H 0.35934 -4.17675 1.94584 0.0 0.0 0.0 0.439
H -0.29220 4.52170 -2.67825 0.0 0.0 0.0 0.343
H 1.98161 5.04216 -1.61921 0.0 0.0 0.0 0.386
H 2.19449 3.47992 -2.43981 0.0 0.0 0.0 0.410
H 0.46856 2.24069 2.87433 0.0 0.0 0.0 0.319
H 1.35897 5.10045 0.65743 0.0 0.0 0.0 0.352
H 2.81059 4.38852 1.40381 0.1 0.0 0.0 0.345
H -0.69147 -5.83792 -0.88977 0.0 0.0 0.0 0.418
H -0.77375 -0.27299 1.11278 -0.1 0.2 -0.1 -0.460
H 2.68147 3.65770 -0.75588 0.0 0.0 0.0 0.238
H 2.24325 2.25477 2.67005 0.0 0.0 0.0 0.417
H 0.26713 -3.57630 -1.17488 0.0 0.0 0.0 0.559
H -3.10147 -6.22570 -1.28149 0.0 0.0 0.0 0.405
H -2.86315 -0.49043 2.07573 0.0 0.0 0.0 0.398
H 1.34723 4.65992 2.36714 0.0 0.0 0.0 0.409
H -4.55724 -4.36241 -2.01049 0.0 0.0 0.0 0.378
H -3.59876 -2.10170 -2.34229 0.0 0.0 0.0 0.448
H -1.81710 -4.54302 3.05071 0.0 0.0 0.0 0.394
```
Positions in Å, forces in eV/Å.

HOMO-LUMO gap (alpha / beta), Ha: 0.268 / 0.234
Charge: 0
Spin multiplicity: 3
Highest occupied orbital energy (alpha / beta), eV: -7.70 / -8.03
<S²>: 2.06
ΔE to the lowest compared entry with this formula, charge and spin, kJ/mol: 0.0
Electronic energy, eV: -54813.9945

=====

# 3
A molecular structure, C20H41As3IMnNO4Se3 at a distorted geometry, computed with the ωB97M-V functional and the def2-TZVPD basis.

```
74
Properties=species:S:1:pos:R:3:forces:R:3:mulliken_charge:R:1
I -0.21756 0.01552 -2.32836 0.2 0.1 -0.1 -0.371
Se -0.17706 -0.51814 2.62753 1.4 -1.7 2.5 1.463
Se 2.12723 -3.86741 0.25705 -0.1 0.2 -0.2 0.021
Se 3.04427 0.07429 0.95921 0.8 -0.4 -0.5 0.379
As -6.65395 -0.29876 1.88508 0.0 -0.1 0.1 0.233
As -2.35999 1.79281 -0.32355 -1.9 1.4 -1.3 1.651
As -2.39230 -1.79042 -0.01674 -0.6 -0.6 -0.5 1.383
Mn -0.67488 0.31039 0.31882 -0.3 -1.0 -1.9 -0.453
O 0.86804 0.40757 3.38178 0.3 0.7 0.3 -0.685
O -0.61849 -1.82295 3.41668 -0.2 -0.6 0.1 -0.786
O 0.47468 -0.92378 1.09045 -0.4 0.1 0.3 -0.716
O -1.52401 0.29855 2.10094 -0.4 0.8 -0.6 -0.585
N 0.28047 2.62836 1.48786 0.0 -0.3 -1.0 0.412
C -4.82562 -0.04148 -0.52851 0.0 0.0 0.2 2.545
C -2.98990 3.05470 1.01517 0.1 -0.1 0.3 -1.496
C 4.73747 1.02019 0.67171 -0.1 -0.1 0.1 -1.244
C -6.14495 0.42004 3.64107 0.1 0.0 0.0 -1.107
C -3.97802 1.05919 -1.19327 0.1 -0.2 0.2 -2.021
C 3.61753 -2.69606 -0.23506 -0.1 0.3 0.0 -1.053
C -1.97781 -3.22100 -1.28935 0.1 0.1 0.0 -1.277
C -4.21131 -1.43212 -0.74173 0.1 0.2 0.1 -2.191
C -2.05597 3.10869 -1.73619 0.3 0.0 0.1 -1.281
C -6.18721 -0.02885 -1.24158 0.1 0.0 0.0 -2.318
C 2.11930 4.09385 0.18179 -0.2 -0.1 -0.1 -0.161
C 1.49763 3.03454 -0.45627 0.0 -0.1 -0.7 -1.395
C -6.23078 -2.17256 2.31095 0.1 0.0 0.0 -0.986
C 3.36742 -1.21055 -0.53414 -0.2 -0.1 0.3 -0.429
C 0.54694 2.32979 0.28026 0.6 1.1 1.2 0.728
C 1.82355 4.37885 1.51307 -0.1 -0.1 0.1 -0.673
C -2.80505 -2.96254 1.48914 0.0 0.1 0.1 -1.505
C -4.98417 0.27161 0.97488 0.0 -0.1 -0.1 -1.069
C 0.89280 3.59457 2.16660 0.1 0.3 0.6 -0.572
C 2.47980 -3.91256 2.16092 0.1 0.1 0.1 -0.907
H -5.23000 -2.26022 2.73217 0.0 0.0 0.0 0.177
H -4.99650 1.35829 1.09905 -0.1 0.0 0.1 0.620
H -4.14810 -1.62342 -1.81643 0.0 -0.1 0.0 0.608
H -2.22543 3.82616 1.10343 0.0 0.0 0.0 0.499
H 2.67182 -2.89715 2.50123 0.0 0.0 0.1 0.223
H -2.81181 -3.92287 -1.33195 0.0 0.0 0.1 0.443
H 2.30426 5.19838 2.02805 0.0 0.0 0.1 0.468
H -6.72757 0.89588 -1.02999 0.0 0.0 0.0 0.461
H -6.80059 -0.86487 -0.90296 -0.1 0.0 0.0 0.579
H 1.60123 -4.29617 2.66897 -0.1 0.0 0.0 0.330
H -3.11604 2.57766 1.98448 0.0 0.0 0.0 0.365
H -1.20101 3.72879 -1.46929 0.0 0.0 0.0 0.409
H -3.61745 0.71960 -2.16948 0.0 0.0 0.0 0.494
H 0.62543 3.72962 3.20644 0.0 0.0 0.0 0.486
H 5.57938 0.35064 0.83430 0.0 0.0 0.0 0.336
H -6.30974 -2.80981 1.43078 0.0 0.0 0.0 0.276
H -4.87271 -2.18190 -0.30138 0.0 -0.1 -0.1 0.510
H 4.77389 1.82803 1.40047 0.0 0.0 0.0 0.345
H 3.33496 -4.55513 2.35638 0.0 0.0 0.1 0.336
H -5.11592 0.15745 3.89080 0.0 0.0 0.0 0.265
H -4.60414 1.94112 -1.36055 0.1 0.0 0.0 0.600
H -1.78969 -2.81698 -2.28233 0.0 0.1 0.0 0.351
H 2.83234 4.70292 -0.35907 0.1 -0.1 0.0 0.456
H 4.78252 1.43882 -0.33246 0.0 0.0 0.0 0.330
H -6.05347 -0.11713 -2.32158 0.0 0.0 0.0 0.465
H 2.54369 -1.09917 -1.23743 0.0 0.0 0.0 0.115
H 4.34888 -2.82845 0.56121 0.1 0.0 -0.1 0.373
H -6.24569 1.50505 3.65410 0.0 0.0 -0.1 0.354
H -6.80417 0.01296 4.40729 0.0 0.0 0.0 0.406
H -3.92448 3.50955 0.68838 0.0 -0.1 -0.1 0.499
H -3.68519 -3.56951 1.27411 0.0 0.0 -0.1 0.503
H -2.94367 3.73437 -1.82919 0.0 0.0 0.1 0.455
H -1.08520 -3.74673 -0.95427 0.1 0.0 0.0 0.270
H -1.85056 2.60565 -2.67713 0.0 0.0 0.0 0.387
H 3.99859 -3.14344 -1.15406 0.2 0.0 0.1 0.453
H -4.11241 -0.10908 1.52106 0.0 0.1 0.1 -0.026
H -1.94758 -3.61484 1.65014 0.0 0.1 0.0 0.491
H -6.95107 -2.52994 3.04696 0.0 0.0 0.0 0.498
H 1.71143 2.76685 -1.48170 0.0 0.0 0.0 0.451
H 4.27691 -0.82382 -0.99725 -0.1 0.0 -0.1 0.505
H -2.95642 -2.38849 2.40046 0.0 0.0 0.0 0.303
```
Positions in Å, forces in eV/Å.

HOMO-LUMO gap (alpha / beta), Ha: 0.228 / 0.189
Charge: 0
Spin multiplicity: 6
Highest occupied orbital energy (alpha / beta), eV: -7.56 / -7.56
<S²>: 8.84
ΔE to the lowest compared entry with this formula, charge and spin, kJ/mol: 366.4
Electronic energy, eV: -449055.9087